[1]
C53H43Co2O8P2 | ωB97M-V with the def2-TZVPD basis set

Structure (XYZ):
```
108
C53H43Co2O8P2, DFT ωB97M-V with the def2-TZVPD basis set
C 5.615 0.151 0.808
O 4.230 0.201 0.379
C 3.291 -0.414 1.156
C 1.997 -0.509 0.611
C 0.972 -1.091 1.336
C 1.212 -1.597 2.624
P 0.039 -2.507 3.682
C -1.533 -2.379 2.748
C -1.749 -3.039 1.527
C -2.996 -3.059 0.941
C -4.051 -2.323 1.521
O -5.180 -2.204 0.769
C -6.243 -1.323 1.234
C -3.872 -1.718 2.789
C -2.612 -1.714 3.363
C 0.521 -4.251 3.154
C -0.201 -5.330 3.705
C -0.062 -6.622 3.210
C 0.861 -6.863 2.160
O 1.061 -8.080 1.592
C 0.289 -9.220 2.008
C 1.629 -5.796 1.636
C 1.483 -4.525 2.162
C 2.504 -1.470 3.183
C 3.545 -0.920 2.453
H 6.146 0.742 0.059
H 5.744 0.581 1.814
H 5.979 -0.889 0.827
H 1.847 -0.107 -0.387
H -0.018 -1.152 0.886
H -0.939 -3.588 1.055
H -3.182 -3.598 0.018
H -7.093 -1.559 0.586
H -6.499 -1.528 2.282
H -5.943 -0.262 1.119
H -4.704 -1.225 3.300
H -2.468 -1.223 4.329
H -0.910 -5.136 4.513
H -0.665 -7.437 3.618
H 0.664 -10.026 1.382
H 0.483 -9.467 3.059
H -0.776 -9.060 1.799
H 2.322 -5.982 0.817
H 2.101 -3.727 1.753
H 2.709 -1.841 4.190
H 4.550 -0.886 2.869
O 2.086 1.376 6.836
C 1.289 2.192 7.084
Co 0.169 3.532 7.193
C -1.213 2.452 7.508
O -2.076 1.679 7.501
C 0.990 4.014 8.690
O 1.683 4.089 9.620
C 0.285 4.640 5.746
C -0.017 3.327 5.418
C -0.045 2.396 4.401
C -1.160 2.197 3.480
C -0.819 1.711 2.200
C -1.819 1.347 1.274
C -3.170 1.605 1.564
C -3.528 2.154 2.816
C -2.533 2.437 3.779
Co -0.906 5.707 6.808
C -2.531 5.111 6.843
O -3.674 4.885 6.820
C -0.782 7.090 5.772
O -0.797 8.007 5.052
P -0.800 6.734 8.643
C -1.270 5.780 10.146
C -1.264 6.392 11.411
C -1.629 5.645 12.538
C -2.046 4.313 12.396
C -2.098 3.724 11.130
C -1.713 4.467 10.019
C 0.878 7.386 8.963
C 1.582 7.041 10.120
C 2.862 7.561 10.332
C 3.431 8.434 9.395
C 2.717 8.792 8.240
C 1.444 8.260 8.018
C -1.832 8.244 8.952
C -1.270 9.457 9.387
C -2.100 10.490 9.840
C -3.487 10.328 9.841
C -4.049 9.147 9.342
C -3.230 8.110 8.882
H 1.008 5.258 5.198
H 0.916 1.968 4.113
H 0.253 1.651 2.001
H -1.519 0.928 0.312
H -3.956 1.402 0.803
H -4.582 2.387 3.019
H -2.749 2.871 4.766
H -0.972 7.438 11.518
H -1.591 6.100 13.529
H -2.340 3.722 13.267
H -2.431 2.695 10.986
H -1.764 3.996 9.033
H 1.139 6.395 10.872
H 3.422 7.274 11.226
H 4.440 8.830 9.557
H 3.155 9.477 7.511
H 0.893 8.528 7.117
H -0.188 9.605 9.393
H -1.650 11.420 10.187
H -4.132 11.127 10.208
H -5.129 9.027 9.304
H -3.669 7.184 8.494
```

Computed properties:
Charge: -1
ΔE to the lowest compared entry with this formula, charge and spin in kcal/mol: 0.0
HOMO level in eV: -3.2

[2]
C53H44BiFN2O9P2S | ωB97M-V with the def2-TZVPD basis set

Structure (XYZ):
```
113
C53H44BiFN2O9P2S, DFT ωB97M-V with the def2-TZVPD basis set
Bi -0.139 -1.129 -0.963
O -3.187 1.072 -1.666
S -2.289 1.133 -0.484
C -1.843 2.907 -0.266
C -2.882 3.838 -0.145
C -2.604 5.171 -0.239
C -1.277 5.562 -0.403
C -0.248 4.628 -0.477
C -0.534 3.240 -0.351
P 0.883 2.050 -0.697
C 2.175 2.673 0.463
C 3.366 1.957 0.481
C 4.429 2.420 1.348
C 4.292 3.491 2.210
C 3.082 4.140 2.184
C 2.021 3.791 1.363
C 1.343 2.862 -2.242
C 0.367 2.962 -3.236
C 0.654 3.376 -4.522
C 1.963 3.613 -4.918
C 2.969 3.469 -3.998
C 2.637 3.107 -2.677
C -3.294 0.561 0.845
C -4.559 0.171 0.589
C -5.231 -0.547 1.632
C -4.575 -0.888 2.755
C -3.228 -0.522 3.000
C -2.560 0.183 2.003
P -0.836 0.716 2.062
C -0.088 -0.776 2.812
C 1.001 -0.866 3.709
C 1.429 -2.097 4.192
C 0.895 -3.223 3.641
C -0.127 -3.217 2.736
C -0.634 -1.988 2.339
C -0.713 1.936 3.443
C 0.425 2.338 4.082
C 0.502 3.450 4.923
C -0.746 4.072 5.208
C -1.915 3.686 4.645
C -1.908 2.629 3.690
H -3.835 3.397 -0.011
H -3.381 5.893 -0.269
H -1.017 6.607 -0.482
H 0.729 5.022 -0.628
H 3.554 1.071 -0.086
H 5.248 1.684 1.423
H 5.042 3.807 2.920
H 2.763 5.017 2.808
H 1.059 4.257 1.502
H -0.678 2.884 -3.040
H -0.157 3.431 -5.209
H 2.146 3.931 -5.968
H 3.962 3.673 -4.275
H 3.504 2.885 -2.025
H -4.973 0.424 -0.393
H -6.139 -1.042 1.334
H -5.091 -1.519 3.499
H -2.711 -0.696 3.915
H 1.557 0.046 4.040
H 2.265 -2.167 4.846
H 1.333 -4.194 3.936
H -0.474 -4.163 2.336
H -1.459 -2.009 1.689
H 1.430 1.912 3.801
H 1.469 3.670 5.216
H -0.938 4.842 5.975
H -2.853 4.143 4.933
H -2.930 2.368 3.354
O 3.625 -0.996 0.876
C 2.678 -1.575 0.397
O 1.836 -0.856 -0.301
C 2.423 -3.073 0.484
C 3.354 -3.716 1.301
C 3.238 -5.067 1.419
C 2.200 -5.781 0.916
C 1.292 -5.165 0.126
C 1.293 -3.799 -0.104
O 0.458 -3.311 -0.960
N 0.077 -5.936 -0.178
O -0.997 -5.462 0.129
O 0.249 -7.030 -0.647
N 4.267 -5.687 2.290
O 5.387 -5.242 2.417
O 3.833 -6.661 2.911
H 4.193 -3.158 1.688
H 2.073 -6.896 1.027
F 1.605 1.054 -6.639
C 1.242 0.411 -5.469
C 2.224 -0.123 -4.686
C 1.809 -0.669 -3.493
C 0.484 -0.744 -3.077
C -0.470 -0.288 -3.937
C -0.121 0.295 -5.173
H 3.286 0.170 -4.850
H 2.674 -1.026 -2.884
H -1.524 -0.222 -3.672
H -0.891 0.693 -5.799
C -2.181 -3.162 -4.643
C -1.649 -3.458 -3.208
O -1.940 -2.469 -2.268
C -3.341 -2.469 -1.765
C -3.625 -3.422 -0.635
H -1.527 -3.796 -5.250
H -1.792 -2.194 -4.808
H -3.292 -3.263 -4.780
H -0.567 -3.482 -3.278
H -1.915 -4.377 -2.789
H -3.921 -2.726 -2.599
H -3.528 -1.440 -1.490
H -3.064 -4.355 -0.710
H -4.699 -3.555 -0.432
H -3.199 -3.093 0.328
```

Computed properties:
Charge: 0
ΔE to the lowest compared entry with this formula, charge and spin in kcal/mol: 0.0
HOMO level in eV: -8.4

[3]
C53H44BrCl2N6O3P2Sn | ωB97M-V with the def2-TZVPD basis set

Structure (XYZ):
```
112
C53H44BrCl2N6O3P2Sn, DFT ωB97M-V with the def2-TZVPD basis set
Sn -0.828 0.888 0.847
Br -2.313 -2.768 1.814
C -1.756 -1.770 3.329
C -2.236 -2.109 4.580
C -1.775 -1.361 5.654
C -0.859 -0.346 5.430
C -0.442 -0.093 4.133
N -0.901 -0.799 3.098
C 0.616 0.980 3.844
O 1.407 1.206 4.760
O 0.621 1.499 2.685
H -2.949 -2.912 4.697
H -2.124 -1.578 6.655
H -0.449 0.248 6.233
O -0.951 -2.611 -2.765
C -1.247 -2.028 -3.981
C -1.391 -2.722 -5.181
C -1.740 -2.046 -6.340
C -1.944 -0.681 -6.326
C -1.738 0.018 -5.148
C -1.371 -0.625 -3.971
P -1.075 0.320 -2.398
C -0.309 1.843 -3.059
C 0.583 1.821 -4.132
C 1.231 2.978 -4.534
C 1.002 4.175 -3.870
C 0.150 4.199 -2.775
C -0.480 3.036 -2.358
C -2.834 0.803 -2.154
C -3.448 1.924 -2.701
C -4.775 2.204 -2.405
C -5.504 1.364 -1.577
C -4.908 0.223 -1.060
C -3.582 -0.054 -1.348
C -0.714 -3.959 -2.619
C -1.638 -4.923 -3.015
C -1.334 -6.268 -2.899
C -0.101 -6.666 -2.408
C 0.782 -5.709 -1.939
C 0.474 -4.351 -1.992
P 1.577 -3.076 -1.236
C 1.929 -3.834 0.403
C 2.989 -3.267 1.115
C 3.326 -3.721 2.380
C 2.581 -4.732 2.971
C 1.494 -5.265 2.297
C 1.165 -4.820 1.023
C 3.062 -3.604 -2.209
C 2.977 -3.349 -3.581
C 4.037 -3.629 -4.424
C 5.206 -4.179 -3.912
C 5.296 -4.447 -2.556
C 4.236 -4.152 -1.705
H -1.202 -3.780 -5.238
H -1.858 -2.605 -7.261
H -2.242 -0.160 -7.227
H -1.857 1.094 -5.135
H 0.792 0.887 -4.637
H 1.924 2.941 -5.365
H 1.502 5.082 -4.190
H -0.030 5.126 -2.243
H -1.107 3.048 -1.474
H -2.889 2.604 -3.331
H -5.235 3.099 -2.808
H -6.529 1.605 -1.327
H -5.470 -0.442 -0.415
H -3.110 -0.938 -0.931
H -2.610 -4.625 -3.380
H -2.063 -7.009 -3.201
H 0.160 -7.716 -2.365
H 1.738 -6.009 -1.527
H 3.536 -2.438 0.679
H 4.150 -3.267 2.915
H 2.838 -5.091 3.959
H 0.892 -6.035 2.765
H 0.300 -5.239 0.530
H 2.071 -2.903 -3.979
H 3.963 -3.407 -5.481
H 6.042 -4.391 -4.566
H 6.200 -4.885 -2.151
H 4.337 -4.354 -0.648
C 6.675 1.797 -1.726
C 6.215 2.432 -0.413
C 6.212 1.403 0.715
C 4.835 3.095 -0.551
N 3.753 2.153 -0.744
C 2.792 1.751 0.102
N 2.028 0.891 -0.519
N 2.531 0.769 -1.760
N 3.558 1.518 -1.913
H 7.679 1.387 -1.607
H 6.699 2.533 -2.531
H 6.002 0.994 -2.021
H 6.912 3.237 -0.157
H 5.516 0.593 0.494
H 5.923 1.858 1.665
H 7.205 0.968 0.832
H 4.841 3.770 -1.408
H 4.609 3.667 0.348
H 2.644 2.090 1.117
Cl -2.561 4.790 -0.303
C -3.832 3.957 0.550
C -5.067 4.565 0.599
C -6.122 3.962 1.272
C -5.890 2.761 1.928
C -4.647 2.168 1.871
Cl -4.409 0.690 2.749
C -3.529 2.682 1.130
N -2.386 2.052 0.964
H -5.207 5.519 0.107
H -7.099 4.427 1.293
H -6.678 2.279 2.493
```

Computed properties:
Charge: -1
ΔE to the lowest compared entry with this formula, charge and spin in kcal/mol: 10.6
HOMO level in eV: -3.7

[4]
C53H44IrN3O5P4 | ωB97M-V with the def2-TZVPD basis set

Structure (XYZ):
```
110
C53H44IrN3O5P4, DFT ωB97M-V with the def2-TZVPD basis set
Ir 11.755 -23.282 3.807
O 13.710 -24.131 4.358
P 15.038 -23.396 4.451
C 15.517 -22.746 2.795
P 14.231 -22.742 1.573
O 12.981 -22.183 2.300
C 14.054 -24.442 0.986
C 15.098 -25.096 0.350
C 15.087 -26.451 0.032
C 13.958 -27.224 0.324
C 12.916 -26.645 1.012
C 12.979 -25.268 1.321
C 14.686 -21.688 0.172
C 14.309 -22.078 -1.131
C 14.572 -21.224 -2.191
C 15.380 -20.051 -2.004
C 15.816 -19.741 -0.718
C 15.441 -20.510 0.384
C 14.881 -21.963 5.498
C 14.044 -22.065 6.602
C 13.987 -21.020 7.524
C 14.806 -19.895 7.401
C 15.654 -19.747 6.312
C 15.665 -20.792 5.366
C 16.235 -24.536 5.080
C 16.696 -24.400 6.422
C 17.567 -25.294 6.935
C 17.961 -26.430 6.182
C 17.480 -26.647 4.861
C 16.673 -25.620 4.314
H 16.491 -23.210 2.534
H 15.780 -21.730 3.036
H 15.960 -24.503 0.026
H 15.960 -26.863 -0.488
H 13.813 -28.217 0.017
H 11.979 -27.215 1.212
H 12.138 -24.844 1.805
H 13.678 -22.952 -1.327
H 14.237 -21.410 -3.240
H 15.588 -19.481 -2.859
H 16.448 -18.836 -0.572
H 15.704 -20.247 1.405
H 13.398 -22.910 6.756
H 13.269 -21.067 8.342
H 14.702 -19.072 8.114
H 16.270 -18.865 6.142
H 16.291 -20.689 4.518
H 16.388 -23.535 6.989
H 17.963 -25.220 7.948
H 18.600 -27.171 6.644
H 17.746 -27.536 4.338
H 16.277 -25.767 3.295
O 9.816 -22.887 2.953
P 9.397 -21.604 2.239
C 10.320 -20.178 2.870
P 10.954 -20.168 4.593
O 11.505 -21.503 5.027
C 9.667 -19.698 5.689
C 8.587 -18.908 5.322
C 7.638 -18.483 6.236
C 7.820 -18.858 7.553
C 8.876 -19.691 7.934
C 9.813 -20.109 7.037
C 12.205 -18.852 4.582
C 12.065 -17.606 5.176
C 13.061 -16.684 4.993
C 14.159 -16.908 4.157
C 14.215 -18.124 3.479
C 13.280 -19.089 3.711
C 9.821 -21.848 0.499
C 10.170 -23.111 0.034
C 10.605 -23.208 -1.238
C 10.738 -22.099 -2.040
C 10.397 -20.827 -1.563
C 9.876 -20.725 -0.317
C 7.658 -21.409 2.383
C 6.901 -21.507 1.168
C 5.514 -21.633 1.236
C 4.881 -21.615 2.507
C 5.657 -21.475 3.637
C 7.025 -21.394 3.596
H 9.831 -19.222 2.644
H 11.237 -20.185 2.221
H 8.440 -18.567 4.239
H 6.753 -17.873 5.961
H 7.051 -18.539 8.295
H 8.938 -19.918 8.994
H 10.617 -20.748 7.385
H 11.176 -17.385 5.764
H 12.947 -15.737 5.511
H 14.919 -16.100 3.980
H 15.043 -18.309 2.795
H 13.319 -20.031 3.190
H 10.025 -24.035 0.618
H 10.769 -24.217 -1.635
H 11.111 -22.202 -3.009
H 10.401 -19.899 -2.207
H 9.537 -19.700 0.017
H 7.494 -21.627 0.251
H 4.985 -21.949 0.325
H 3.777 -21.718 2.480
H 5.227 -21.487 4.598
H 7.625 -21.508 4.471
O 10.647 -24.351 5.677
N 10.579 -24.946 4.590
C 9.754 -25.915 4.253
C 8.797 -26.548 5.054
N 7.980 -27.131 5.590
C 9.746 -26.318 2.840
N 9.691 -26.609 1.728
```

Computed properties:
Charge: +2
ΔE to the lowest compared entry with this formula, charge and spin in kcal/mol: 3.6
2S+1: 5
Expectation value of S²: 6.02
HOMO level (alpha / beta) in eV: -13.3 / -14.0